Below is a molecular structure, C41H49BO2P2Re in a non-equilibrium geometry, with properties calculated with ωB97M-V/def2-TZVPD.

The geometry in XYZ format:
```
96
Properties=species:S:1:pos:R:3:forces:R:3
Re -1.844751 0.628368 -3.623121 -2.3351 -1.5057 8.4245
P -0.202470 -1.639698 -2.371688 0.0932 0.4163 -0.3744
P 2.727142 -0.685729 -2.045707 0.2106 0.1772 -0.5072
O -0.887317 -0.278635 0.783702 0.0174 0.8899 -0.4532
O -1.608471 1.938714 0.935354 0.7415 -0.8514 -0.4483
C -1.831908 -3.200535 -0.850999 -0.0767 0.2156 -0.5343
C -4.452499 3.081485 -0.932522 0.2323 -0.1193 0.0587
C -3.194463 1.876093 2.711450 -0.4133 -0.1979 0.0882
C 4.845247 1.619241 -4.690046 -0.0666 0.0050 0.1160
C 4.590923 2.917519 -4.233111 -0.1262 -0.2497 0.0914
C -3.042993 0.934421 -5.121513 -1.8644 -0.8943 -2.2599
C 3.436883 -2.728436 -0.346064 0.4207 0.2709 -0.0303
C -0.779329 1.865182 3.190509 0.1148 -0.0129 -0.0424
C -0.808276 2.157583 -4.312143 2.8082 0.7529 -1.0178
C -5.323052 2.118735 -0.412943 0.2087 -0.2058 -0.2221
C 1.024095 -2.362703 -3.429669 1.7981 0.6933 -0.1893
C 5.248085 -1.194743 -0.956499 -0.1808 0.0365 0.0691
C -3.259896 1.348747 -2.118577 0.0105 0.3860 -0.0310
C -4.101874 0.373095 -1.590040 0.0348 0.0019 -0.1752
C -1.414137 2.832302 -5.533463 -0.4110 0.4789 -0.0190
C -1.860468 1.353370 2.224122 0.0339 -0.2164 0.8303
C -2.641857 2.057629 -6.065742 -0.1138 0.5005 0.0195
C 4.323689 -3.450634 0.446143 0.0116 0.0529 -0.0573
C 6.121757 -1.922289 -0.150098 -0.1271 -0.1670 0.0736
C -5.117957 0.765157 -0.703008 -0.1597 0.2001 -0.0615
C -1.078707 -1.018075 3.054257 0.1924 0.1445 0.1952
C -3.801240 -4.330232 -1.673385 0.1405 0.1942 0.1496
C -3.083447 -0.865050 1.616474 -0.3080 0.0499 -0.2600
C -3.377537 2.688411 -1.740225 -0.1512 0.0436 -0.2745
C -1.745338 -0.216140 1.947792 -0.4921 0.1203 0.6764
C -2.998091 -3.913423 -0.601801 -0.0805 -0.2450 -0.2374
C 0.018557 0.229981 -5.844657 0.8308 -0.1740 -0.0853
C -3.415773 -4.068977 -2.992093 0.0268 -0.0804 0.0392
C -1.233143 -0.578741 -6.211509 -0.1711 -0.8378 -0.3814
C -1.459969 -2.895276 -2.183874 -0.4960 -0.4272 0.6280
C -2.231743 -3.380963 -3.256288 -0.0728 -0.0048 0.3211
C 4.343011 0.521082 -3.990737 -0.2322 0.2048 -0.0062
C 5.660623 -3.038311 0.560387 -0.1120 0.2190 -0.2044
C -0.076016 0.876658 -4.473495 2.8867 2.1575 -2.5400
C 2.298499 -1.811045 -3.398177 -1.6402 -1.0251 -0.1973
C 3.858117 3.120765 -3.056036 0.1403 -0.0005 -0.1539
C -2.367484 -0.390807 -5.211737 -0.8645 -0.6623 -3.1213
C 3.906256 -1.586276 -1.029152 -0.2409 -0.6293 0.2367
C 0.046349 1.420097 -0.922990 0.0968 0.2292 -1.1182
C 3.374535 2.031379 -2.336043 0.0056 -0.4654 -0.3291
C 3.588629 0.722955 -2.827880 -0.2354 0.2551 0.1974
B -0.855763 1.001755 0.262134 -0.4250 0.1531 0.6103
H 7.163648 -1.608183 -0.083514 -0.2783 -0.1651 0.0187
H -3.494577 2.743450 -6.136897 0.2311 -0.1860 -0.0938
H 0.241184 0.971520 -6.626094 -0.1239 0.0192 0.3285
H -1.562626 -0.351148 -7.239401 0.0035 0.0539 0.3703
H -0.328700 0.935374 -1.863913 0.5077 0.2530 0.5672
H -3.172196 2.974333 2.685235 0.0236 -0.3080 0.0572
H 6.347651 -3.594051 1.200666 -0.2205 0.1609 -0.2142
H -2.635885 3.409301 -2.084405 -0.3505 0.0422 0.0293
H -4.027318 1.538273 2.084869 0.1701 0.0790 0.1236
H -0.762889 2.963570 3.160987 -0.0588 -0.3073 -0.0144
H -1.636900 -0.913646 3.996134 0.1878 -0.0441 -0.2489
H -1.067306 -2.081799 2.780894 0.0039 0.2498 0.0684
H 3.646822 4.136281 -2.713615 0.1667 -0.3420 -0.0563
H 0.750945 -3.210396 -4.068503 0.2756 0.3003 0.0121
H -4.734743 -4.857180 -1.468912 0.2934 0.1349 -0.1152
H 3.972459 -4.336603 0.978214 0.1569 0.2812 -0.1492
H -1.915323 -3.211241 -4.283458 -0.1120 0.0595 0.1331
H 4.958407 3.770577 -4.803945 -0.0938 -0.2230 0.1928
H -3.029475 -1.258583 -5.163546 0.1009 0.1023 0.5419
H 5.415483 1.450352 -5.603799 -0.1058 0.1231 0.2710
H 1.078500 1.057470 -0.771349 -0.5467 0.1338 -0.1828
H -6.157497 2.428584 0.225737 0.3645 -0.1885 -0.2634
H 0.226839 1.507309 2.925340 -0.2767 0.0737 0.0475
H -0.043421 -0.686163 3.209931 -0.3206 -0.1515 0.0325
H -3.295317 -4.144719 0.423940 0.1240 0.0471 -0.3560
H -0.350992 2.837194 -3.590281 -0.2198 -0.1402 0.1663
H 4.506994 -0.493537 -4.355030 0.1065 0.3422 -0.0150
H -5.771510 0.019948 -0.244474 0.2156 0.1352 -0.2659
H 3.092327 -2.090536 -4.102464 -0.4480 0.0101 0.0778
H 2.815519 2.186159 -1.412082 0.1441 0.0029 -0.2959
H -3.617005 -0.325097 0.822039 0.2575 -0.1267 0.3822
H -1.723294 3.843135 -5.228759 0.1239 -0.3148 -0.1323
H -0.671198 2.950953 -6.335430 0.0024 -0.0145 0.3784
H -4.606415 4.135290 -0.686984 0.1958 -0.3552 -0.0744
H -1.197260 -2.851784 -0.037499 -0.2462 0.0192 -0.0847
H 0.825837 0.771999 -3.865931 -0.2848 -0.1708 0.2677
H -4.121448 0.894059 -4.933574 0.2628 -0.1179 0.1230
H -3.724501 -0.903160 2.508075 0.1628 0.0398 -0.2293
H -3.375163 1.555658 3.746214 -0.0318 0.0869 -0.2498
H -3.958636 -0.678232 -1.859209 -0.2405 0.0955 0.1536
H 0.044260 2.503033 -1.105438 0.0309 -0.2547 0.2071
H -4.049442 -4.400983 -3.817219 0.2595 0.0367 0.2517
H -2.936365 -1.893933 1.261481 0.0715 0.2907 0.2053
H -2.451892 1.672858 -7.076413 -0.1036 -0.0219 0.2693
H 0.890585 -0.441988 -5.828737 -0.2942 0.1870 -0.0268
H -0.959709 -1.645654 -6.243097 -0.1893 0.2772 0.1263
H 2.395442 -3.040872 -0.463959 0.3111 0.0798 0.1821
H 5.593625 -0.341494 -1.543090 -0.0167 -0.2147 0.3179
H -1.006751 1.556497 4.221274 0.1485 0.0531 -0.3277
```
Positions in Å, forces in eV/Å.

Electronic energy (hartree): -2527.32472
Orbital gap (spin up / spin down) (eV): 5.5777 / 4.4651
M (g mol⁻¹): 832.81
HOMO level (spin up / spin down) (eV): -13.4 / -13.3
Total charge: +2
Maximum force (eV Å⁻¹): 8.87
E_LUMO (spin up / spin down) (eV): -7.9 / -8.9
2S+1: 4